1.
{
  "formula": "C3H11NOS",
  "method": "the ωB97M-V functional and the def2-TZVPD basis",
  "symbols": ["C", "S", "C", "H", "H", "H", "H", "H", "H", "N", "C", "O", "H", "H", "H", "H", "H"],
  "xyz": [[-2.3766, 1.2384, -0.0104], [-2.5528, -0.5024, -0.5761], [-1.5881, -0.6303, -2.0762], [-1.2880, 1.4434, -0.0823], [-2.7605, 1.1698, 0.9627], [-3.0945, 1.9003, -0.4870], [-0.5649, -0.8126, -1.6036], [-2.0460, -1.5492, -2.4955], [-1.6594, 0.1607, -2.7752], [1.3533, -0.2818, 0.6220], [2.4610, 0.2555, 1.3520], [3.3542, -0.7558, 1.8491], [1.5210, -0.8449, -0.1845], [0.8457, -0.7660, 1.3348], [3.0786, 0.7798, 0.5901], [2.1246, 0.8205, 2.1701], [3.1926, -1.6254, 1.4100]],
  "atomic_forces_ev_per_a": [[0.637, -1.203, -1.423], [-1.267, 0.722, 0.549], [1.012, -1.857, 1.878], [-0.921, 0.547, 0.264], [0.113, 0.024, 1.769], [0.555, 0.201, -0.664], [-0.944, 0.265, -1.745], [0.832, 0.408, -0.107], [0.031, 0.880, -0.493], [-0.729, 0.936, 1.482], [1.969, -1.634, -3.520], [-0.057, -1.069, 0.350], [0.512, -0.277, -0.254], [-0.992, -0.720, -0.269], [-0.444, 0.567, 0.860], [-0.323, 0.924, 0.921], [0.015, 1.285, 0.399]],
  "molar_mass_g_mol": 109.19,
  "smiles": "CSC.NCO",
  "e_homo_ev": -8.33,
  "e_above_lowest_kcal_mol": 32.56,
  "lumo_ha": 0.029
}

=====

2.
{
  "formula": "CsF2NO4S2",
  "method": "the ωB97M-V functional and the def2-TZVPD basis",
  "symbols": ["Cs", "N", "S", "O", "O", "F", "S", "O", "O", "F"],
  "xyz": [[-0.3768, 2.3053, 1.2495], [0.1074, 0.1388, 0.7926], [-0.9923, -0.6706, 0.2726], [-0.7081, -2.1306, 0.1731], [-1.8561, -0.0305, -0.7368], [-1.8393, -0.5349, 1.6620], [1.0347, 0.0759, -0.6284], [0.4848, 0.7585, -1.8126], [1.9498, -1.0551, -0.7609], [2.1958, 1.1432, -0.2110]],
  "atomic_forces_ev_per_a": [[-1.380, 6.038, 1.464], [7.446, -1.509, -2.667], [-8.800, -8.138, -1.376], [-0.908, 3.890, -0.133], [1.566, -1.051, 2.169], [-0.056, 0.041, -0.556], [5.957, 0.590, -3.014], [0.396, -1.599, 2.943], [-2.966, 1.225, 0.294], [-1.255, 0.513, 0.877]],
  "molar_mass_g_mol": 313.04,
  "e_homo_ev": -10.68,
  "e_above_lowest_kcal_mol": 78.18,
  "lumo_ha": -0.027
}

=====

3.
{
  "formula": "C13H13N6O4S2",
  "method": "the ωB97M-V functional and the def2-TZVPD basis",
  "symbols": ["C", "N", "C", "C", "N", "C", "S", "S", "C", "C", "H", "H", "H", "H", "H", "H", "H", "H", "H", "H", "H", "N", "C", "C", "C", "C", "N", "O", "O", "C", "C", "N", "O", "O", "N", "C", "H", "H"],
  "xyz": [[-4.5469, 0.9189, 1.6921], [-3.1259, 0.9640, 1.9318], [-2.5155, -0.3421, 1.9652], [-1.0444, -0.2438, 2.3305], [-0.4295, 0.6432, 1.3493], [0.9479, 0.5506, 1.1146], [1.8797, -0.6591, 1.7852], [1.6925, 1.6734, 0.1032], [-0.9729, 1.9926, 1.4460], [-2.4526, 1.9449, 1.1222], [-4.9803, 1.9094, 1.8512], [-4.8153, 0.5982, 0.6704], [-5.0133, 0.2189, 2.3917], [-3.0627, -0.9305, 2.7129], [-2.5957, -0.8550, 0.9843], [-0.9689, 0.1761, 3.3482], [-0.5842, -1.2386, 2.2983], [-0.8517, 2.3737, 2.4796], [-0.4593, 2.6360, 0.7166], [-2.5544, 1.7475, 0.0337], [-2.8926, 2.9258, 1.3477], [1.3211, -4.9602, -2.4615], [1.5587, -3.8198, -2.3673], [1.8510, -2.4226, -2.2507], [0.9512, -1.3731, -2.4588], [1.3674, -0.0197, -2.3414], [0.4075, 1.0335, -2.5357], [-0.8099, 0.7422, -2.5832], [0.8236, 2.2157, -2.6029], [2.6799, 0.3374, -1.9624], [3.5645, -0.7196, -1.7265], [4.7703, -0.7271, -1.0127], [5.4818, 0.1333, -0.5335], [5.0811, -2.1424, -0.8162], [4.0919, -2.9583, -1.3608], [3.1870, -2.0788, -1.8572], [-0.0813, -1.5856, -2.7311], [3.1000, 1.3412, -2.0728]],
  "atomic_forces_ev_per_a": [[-0.030, -0.046, 0.019], [-0.529, 0.217, 0.581], [-0.046, -0.192, -0.242], [-0.396, -0.128, -0.210], [1.210, 0.189, 0.480], [-0.190, -0.449, 0.324], [0.043, -0.779, 0.153], [0.308, 0.963, 0.259], [-0.401, 0.059, -0.278], [0.166, 0.186, -0.367], [-0.002, -0.030, 0.006], [0.078, -0.023, -0.039], [0.000, 0.079, -0.034], [0.167, -0.051, -0.124], [-0.022, 0.010, 0.142], [0.222, -0.120, -0.149], [-0.002, 0.451, 0.009], [0.178, -0.038, -0.313], [-0.138, -0.211, 0.442], [-0.089, 0.005, 0.198], [0.000, -0.117, -0.178], [0.455, 2.053, 0.143], [-0.897, -1.673, -0.223], [-0.179, 0.750, -0.488], [0.623, -0.633, 0.160], [0.857, -0.403, -0.313], [-1.137, 1.918, -0.336], [1.976, 0.225, 0.000], [-0.690, -2.472, -0.356], [-0.712, 1.281, -0.332], [1.667, -1.284, 1.808], [-1.438, -0.701, -0.638], [-0.636, -1.133, -0.666], [-0.111, 1.281, -0.542], [-0.813, 2.565, -0.387], [0.825, -1.483, 1.235], [0.263, 0.126, 0.137], [-0.582, -0.393, 0.115]],
  "molar_mass_g_mol": 381.42,
  "e_homo_ev": -4.06,
  "total_charge": -1,
  "lumo_ha": 0.040
}

=====

4.
{
  "formula": "C13H48Br3O15STl",
  "method": "the ωB97M-V functional and the def2-TZVPD basis",
  "symbols": ["Tl", "Br", "Br", "Br", "C", "O", "H", "H", "H", "H", "C", "O", "H", "H", "H", "H", "C", "O", "H", "H", "H", "H", "C", "O", "H", "H", "H", "H", "C", "O", "H", "H", "H", "H", "C", "O", "H", "H", "H", "H", "C", "O", "H", "H", "H", "H", "C", "O", "H", "H", "H", "H", "C", "O", "H", "H", "H", "H", "C", "O", "H", "H", "H", "H", "C", "O", "H", "H", "H", "H", "C", "C", "O", "S", "O", "O", "O", "H", "H", "H", "H"],
  "xyz": [[0.7974, 2.1077, 2.7668], [-1.9688, -0.0002, 3.9975], [0.2911, 0.1347, 0.9805], [-4.4437, 0.6433, 1.9343], [1.8732, 3.6401, -0.2492], [0.9130, 3.7524, 0.7306], [2.1157, 4.6255, -0.6719], [2.7224, 3.1412, 0.2184], [1.5468, 2.9956, -1.0915], [0.0339, 3.8762, 0.3671], [-2.5963, 1.6835, -1.0899], [-1.2968, 2.2333, -0.8426], [-3.2667, 2.5680, -0.9891], [-2.5606, 1.3096, -2.1057], [-2.8518, 0.9597, -0.3274], [-0.8375, 1.5234, -0.3692], [4.6458, 2.0016, 2.4164], [3.4725, 1.1345, 2.3200], [5.5388, 1.5094, 2.1196], [4.3881, 2.7998, 1.7065], [4.7130, 2.4283, 3.3954], [3.5846, 0.5327, 1.5648], [0.4632, -0.5937, -3.5922], [-0.2413, -0.6359, -2.3948], [-0.1485, -0.9263, -4.4207], [0.8138, 0.4390, -3.7843], [1.3608, -1.2052, -3.5545], [0.3133, -0.2023, -1.7515], [3.1218, 0.3891, -1.3897], [3.6965, -0.3546, -0.3158], [3.8310, 0.9938, -1.9361], [2.6488, -0.2775, -2.1357], [2.3071, 1.0072, -1.0520], [4.0724, -1.0878, -0.8124], [-3.0528, 4.4179, 2.2621], [-2.2510, 3.2376, 2.1216], [-2.9523, 4.7926, 3.2715], [-2.8297, 5.2759, 1.6452], [-4.1209, 4.3402, 2.2225], [-2.6690, 2.7515, 1.3977], [-1.4583, -3.4775, 2.6786], [-0.9556, -3.4860, 3.9886], [-1.5574, -4.5354, 2.3784], [-2.4480, -2.9973, 2.6281], [-0.8694, -2.9003, 1.9997], [-1.5762, -3.0055, 4.5506], [-0.4054, 2.9232, -4.2254], [0.3816, 3.0244, -3.0459], [-1.0866, 3.7695, -4.2190], [0.2229, 2.9785, -5.1386], [-1.0099, 2.0006, -4.2883], [-0.2197, 2.7170, -2.3444], [1.6693, -1.7426, 4.2976], [1.9289, -0.4011, 4.5082], [2.5407, -2.2927, 3.9185], [1.2027, -2.3335, 5.1192], [0.9235, -1.8223, 3.4878], [2.3329, 0.0056, 3.7199], [-2.3894, -2.7513, -0.7653], [-2.5144, -1.6278, 0.1146], [-1.7944, -2.4867, -1.6469], [-1.9710, -3.5959, -0.2053], [-3.3995, -2.9954, -1.0060], [-1.6601, -1.2541, 0.3696], [-5.1857, -1.0066, -2.4161], [-6.2985, -0.3783, -1.9396], [-4.8894, -0.5512, -3.3728], [-4.3313, -0.9368, -1.7138], [-5.3718, -2.0610, -2.6135], [-6.8602, -0.0578, -2.6683], [1.2289, -3.1175, -0.5422], [2.1921, -3.0227, 0.6604], [3.4525, -3.5770, 0.2921], [3.4579, -3.8387, -1.2259], [4.2063, -4.9908, -1.5341], [3.8344, -2.5481, -1.8278], [1.9238, -4.1028, -1.4026], [1.1427, -2.2537, -1.2041], [0.3305, -3.6249, -0.2460], [1.7795, -3.6083, 1.4448], [2.3237, -1.9992, 0.8728]],
  "atomic_forces_ev_per_a": [[-0.019, 0.719, 0.854], [-1.884, 0.496, -1.506], [-0.013, -0.883, -0.639], [1.750, -0.589, 1.680], [0.618, -0.500, -1.735], [-1.149, 0.212, 1.478], [0.307, -0.263, 0.147], [0.272, 0.305, -0.167], [0.182, 0.399, 0.464], [-0.289, -0.065, -0.261], [0.041, 1.852, -0.041], [0.284, -0.110, 0.291], [-0.034, -0.803, -0.371], [-0.664, -0.441, -0.062], [-0.082, -0.422, -0.236], [0.499, 0.145, 0.111], [-2.259, 0.343, -1.332], [0.541, -0.218, 0.543], [0.744, -0.510, -0.122], [0.764, 0.173, 0.209], [-0.019, -0.074, 0.635], [0.042, 0.115, -0.144], [1.026, 0.916, -0.802], [-0.838, -0.355, 0.366], [-0.280, -0.077, -0.014], [-0.213, -0.339, -0.195], [0.168, -0.394, -0.103], [0.092, 0.284, 0.709], [-0.845, -0.462, -0.506], [-0.261, 0.847, -0.406], [0.440, 0.271, 0.034], [0.427, -0.005, 0.335], [-0.034, 0.336, 0.521], [0.366, -0.674, 0.408], [0.282, 0.635, 1.326], [-0.930, 0.816, -0.572], [0.580, -0.066, 0.443], [0.701, -0.085, -0.751], [-0.756, -1.089, -0.540], [0.388, -0.209, 0.101], [-1.534, -0.734, 0.161], [0.082, 0.325, 0.758], [0.073, 0.491, -0.341], [0.141, -0.302, -0.011], [0.895, 0.274, -0.472], [0.268, -0.109, -0.107], [-0.006, 0.213, -0.456], [-0.193, -0.710, -0.263], [-0.298, 0.136, -0.400], [-0.178, -0.011, 0.695], [0.332, 0.173, 0.166], [0.201, 0.134, 0.265], [-0.954, -1.666, -1.722], [0.254, 1.357, 0.844], [0.145, 0.006, 0.367], [0.643, 1.099, -0.040], [0.049, -0.195, 0.112], [0.118, -0.508, 0.336], [0.662, 0.808, 0.986], [-0.267, 0.030, -0.070], [-0.129, -0.263, 0.080], [0.141, -0.099, -0.302], [-0.599, -0.320, -0.509], [0.120, -0.175, -0.209], [1.796, -0.549, -1.188], [-2.051, 1.334, 0.743], [0.345, -0.174, 0.142], [-0.588, 0.137, -0.198], [0.031, -0.324, 0.005], [0.501, -0.361, 0.550], [1.444, -0.966, -0.942], [-0.915, 0.372, -0.669], [-0.001, -0.435, 1.103], [1.164, 2.017, -1.765], [0.005, -0.296, -0.195], [-0.731, -2.118, 0.138], [-0.022, -0.115, -0.061], [-0.443, 0.182, 0.770], [-0.619, 0.310, -0.170], [-0.006, -0.298, 0.945], [0.181, 1.096, 0.776]],
  "molar_mass_g_mol": 920.67,
  "e_homo_ev": -9.13,
  "e_above_lowest_kcal_mol": 14.82,
  "lumo_ha": -0.190
}

=====

5.
{
  "formula": "C5H12NP",
  "method": "the ωB97M-V functional and the def2-TZVPD basis",
  "symbols": ["C", "C", "C", "C", "C", "N", "P", "H", "H", "H", "H", "H", "H", "H", "H", "H", "H", "H", "H"],
  "xyz": [[1.9513, -0.4193, 0.0218], [2.6645, -1.6622, -0.4628], [2.7517, 0.7963, 0.3887], [-2.0727, 1.2844, -0.0960], [-3.2701, 0.5030, -0.3393], [0.7252, -0.3203, 0.0080], [-3.9355, -0.9047, 0.3587], [2.1766, -2.6165, 0.1579], [3.7852, -1.6387, -0.0985], [2.4615, -1.7684, -1.5445], [3.5267, 1.0010, -0.3291], [3.2987, 0.6897, 1.3234], [2.2046, 1.6839, 0.3509], [-1.4947, 1.3250, -1.1382], [-2.2429, 2.3040, 0.0817], [-1.4181, 0.9682, 0.7078], [0.2735, -1.2316, -0.3043], [-4.1458, 1.0048, -0.7872], [-2.7874, -1.3250, 1.0890]],
  "atomic_forces_ev_per_a": [[2.396, 0.061, -0.448], [0.692, -2.093, 2.897], [1.330, -0.969, -0.111], [2.280, -0.415, -2.665], [-2.964, -1.147, 1.645], [-3.608, -1.082, -0.262], [1.053, 0.865, -0.650], [1.204, 2.355, -1.870], [-2.071, -0.168, -1.367], [0.645, -0.182, 0.575], [0.580, -0.388, -0.613], [-0.222, -0.067, 0.274], [-1.393, 1.171, 0.488], [-0.661, -0.238, 2.205], [-0.824, 1.547, 0.229], [0.133, -0.599, -0.297], [0.577, 1.291, 0.456], [0.800, 0.107, -0.527], [0.053, -0.048, 0.043]],
  "molar_mass_g_mol": 117.13,
  "smiles": "[H]/P=C\\C.CC(C)=N",
  "e_homo_ev": -8.84,
  "e_above_lowest_kcal_mol": 52.96,
  "lumo_ha": 0.022
}

=====

6.
{
  "formula": "C3H2INS2",
  "method": "the ωB97M-V functional and the def2-TZVPD basis",
  "symbols": ["C", "C", "C", "N", "S", "S", "I", "H", "H"],
  "xyz": [[-0.1883, 1.1158, -0.1294], [1.5019, 0.2705, 0.4917], [-0.5958, -1.2025, -0.0597], [-1.0146, 0.1052, -0.1313], [-1.6549, -2.4526, -0.1205], [1.1498, -1.3520, 0.0813], [3.2870, 1.1682, -0.0652], [-0.4562, 2.1303, 0.0859], [-2.0290, 0.2172, -0.1528]],
  "atomic_forces_ev_per_a": [[5.379, -1.877, 1.865], [-4.204, 2.712, -1.720], [0.250, -0.519, -0.151], [-0.635, -0.176, -0.034], [-0.004, -0.229, 0.023], [-0.729, -0.010, 0.003], [-0.028, -0.102, 0.022], [-0.251, 0.277, -0.032], [0.222, -0.076, 0.025]],
  "molar_mass_g_mol": 243.09,
  "e_homo_ev": [-7.67, -7.53],
  "e_above_lowest_kcal_mol": 83.72,
  "lumo_ha": [-0.032, -0.033]
}

=====

7.
{
  "formula": "C3H7ClO3S",
  "method": "the ωB97M-V functional and the def2-TZVPD basis",
  "symbols": ["C", "C", "C", "H", "H", "H", "H", "H", "H", "H", "O", "O", "O", "S", "Cl"],
  "xyz": [[1.8657, -1.3693, 0.2868], [1.4480, -0.0337, -0.2635], [-2.4341, 0.4538, -0.2642], [2.7964, -1.3119, 0.7973], [1.0470, -1.6164, 0.9748], [1.9230, -2.0888, -0.5246], [1.7503, 0.8256, 0.3405], [2.0062, 0.1214, -1.1834], [-2.3862, 0.5175, -1.3485], [-3.1760, 1.1496, 0.0128], [0.0147, 0.0077, -0.4628], [-0.6822, 0.9686, 1.6866], [-0.6396, 2.4205, -0.4129], [-0.8412, 1.1707, 0.2436], [-2.6919, -1.2152, 0.1173]],
  "atomic_forces_ev_per_a": [[-1.764, 0.163, 0.064], [0.958, 0.919, -0.019], [1.488, 0.459, -1.595], [0.762, 0.035, 0.439], [0.513, -0.516, 0.090], [-0.055, -0.231, 0.111], [-0.156, -0.275, 0.416], [-0.663, 0.206, -0.596], [0.083, 0.033, -0.122], [-1.056, 0.442, 0.924], [0.099, 0.540, -0.506], [-0.156, 1.073, -2.049], [-0.127, 0.045, 0.285], [0.243, -2.762, 1.973], [-0.168, -0.129, 0.585]],
  "molar_mass_g_mol": 158.61,
  "smiles": "CCOS(=O)(=O)CCl",
  "e_homo_ev": -11.04,
  "e_above_lowest_kcal_mol": 0.00,
  "lumo_ha": 0.026
}

=====

Computed values of energy (unit: Eh) for the preceding records, in sequence: -649.0301; -1371.8583; -1928.8442; -9945.1634; -593.7123; -1264.1924; -1202.5690.